--- 1 ---
{
  "formula": "C5H7IO",
  "method": "the ωB97M-V functional and the def2-TZVPD basis",
  "homo_energy_ev": -9.0441,
  "orbital_gap_ev": 9.50,
  "smiles": "O[C@H]1CCC=C1I",
  "total_charge": 0,
  "e_lumo_ev": 0.46,
  "elements": ["O", "C", "C", "C", "C", "C", "I", "H", "H", "H", "H", "H", "H", "H"],
  "positions_angstrom": [[1.047, -2.204, 0.363], [0.607, -1.120, -0.346], [-0.651, -0.413, 0.158], [-0.436, 1.147, 0.284], [1.047, 1.390, 0.053], [1.786, 0.316, -0.149], [3.837, -0.062, 0.023], [2.038, -2.355, 0.248], [0.552, -1.480, -1.415], [-1.013, -1.184, 1.040], [-1.476, -0.674, -0.485], [-0.955, 1.375, 1.210], [-0.954, 1.588, -0.488], [1.349, 2.404, 0.165]]
}

---

--- 2 ---
{
  "formula": "C5H7IO",
  "method": "the ωB97M-V functional and the def2-TZVPD basis",
  "homo_energy_ev": [-7.6811, -7.6936],
  "orbital_gap_ev": [7.68, 7.74],
  "total_charge": 0,
  "e_lumo_ev": [0.00, 0.04],
  "elements": ["C", "C", "C", "C", "C", "O", "I", "H", "H", "H", "H", "H", "H", "H"],
  "positions_angstrom": [[-0.379, -0.968, 1.285], [0.316, 1.080, -0.155], [0.613, -0.766, -1.646], [-0.771, 0.342, 0.601], [-1.185, -0.945, 0.057], [1.193, 0.113, -0.824], [-3.084, -1.697, -0.179], [0.703, -1.379, 1.163], [-0.724, -1.037, 2.251], [-0.220, 1.756, -1.017], [0.894, 1.653, 0.580], [1.008, -1.755, -1.668], [-0.115, -0.310, -2.347], [-1.393, 1.096, 1.185]]
}

---

From most stable to least stable, the computed energies give 1, 2.

---

--- 1 ---
{
  "formula": "C34H48CaN6O2PS2",
  "method": "the ωB97M-V functional and the def2-TZVPD basis",
  "homo_energy_ev": -9.1879,
  "orbital_gap_ev": 7.47,
  "total_charge": 1,
  "e_lumo_ev": -1.72,
  "elements": ["Ca", "N", "C", "C", "C", "C", "C", "C", "C", "C", "N", "C", "H", "H", "H", "H", "H", "H", "H", "H", "C", "C", "C", "C", "C", "C", "C", "C", "C", "S", "C", "N", "H", "H", "H", "H", "H", "H", "H", "H", "C", "C", "N", "H", "H", "H", "C", "P", "C", "C", "O", "H", "H", "H", "H", "H", "H", "H", "H", "H", "O", "C", "C", "C", "C", "C", "N", "C", "S", "N", "C", "C", "C", "C", "H", "H", "H", "H", "H", "H", "H", "H", "H", "H", "H", "H", "H", "H", "H", "H", "H", "H", "H", "H"],
  "positions_angstrom": [[0.237, -0.604, 0.885], [-1.542, -0.353, -1.183], [-2.357, -1.308, -1.813], [-3.619, -1.616, -1.377], [-4.390, -2.596, -2.033], [-3.916, -3.246, -3.136], [-2.614, -2.957, -3.608], [-2.038, -3.593, -4.732], [-0.759, -3.295, -5.096], [-0.035, -2.364, -4.321], [-0.530, -1.737, -3.284], [-1.819, -2.007, -2.932], [-2.068, 0.279, -0.583], [-0.992, 0.167, -1.854], [-4.027, -1.091, -0.521], [-5.382, -2.815, -1.660], [-4.520, -3.978, -3.658], [-2.623, -4.313, -5.291], [-0.292, -3.764, -5.950], [1.003, -2.153, -4.562], [-0.143, -3.861, -0.353], [-1.229, -3.663, 0.666], [-2.025, -4.791, 0.976], [-3.077, -4.654, 1.823], [-3.384, -3.384, 2.358], [-4.499, -3.202, 3.203], [-4.789, -1.953, 3.668], [-3.986, -0.860, 3.304], [-2.879, -0.986, 2.490], [-1.982, 0.462, 2.057], [-2.551, -2.295, 2.004], [-1.459, -2.470, 1.181], [0.314, -4.844, -0.232], [0.647, -3.120, -0.289], [-0.573, -3.826, -1.355], [-1.790, -5.744, 0.521], [-3.703, -5.500, 2.079], [-5.113, -4.057, 3.458], [-5.645, -1.792, 4.311], [-4.241, 0.129, 3.661], [0.146, 2.368, 4.239], [0.882, 1.419, 3.423], [1.467, 0.684, 2.762], [0.359, 2.198, 5.293], [-0.915, 2.214, 4.035], [0.431, 3.382, 3.964], [2.719, -4.524, 2.597], [2.169, -2.833, 2.829], [0.719, -2.895, 3.887], [3.458, -1.987, 3.744], [1.873, -2.158, 1.511], [2.940, -4.996, 3.554], [3.614, -4.529, 1.976], [1.934, -5.087, 2.091], [0.953, -3.343, 4.854], [-0.060, -3.479, 3.396], [0.344, -1.882, 4.044], [3.645, -2.478, 4.700], [3.148, -0.957, 3.911], [4.375, -1.988, 3.154], [2.368, -0.532, -2.540], [1.619, -0.627, -1.706], [3.566, 5.362, -0.037], [4.128, 4.373, 0.984], [3.258, 3.143, 1.246], [3.273, 2.071, 0.161], [2.702, 2.488, -1.116], [1.393, 2.638, -1.374], [0.179, 2.156, -0.286], [1.093, 3.186, -2.561], [-0.246, 3.564, -3.006], [-0.684, 4.926, -2.476], [0.273, 6.068, -2.810], [0.486, 6.279, -4.305], [4.130, 6.295, -0.021], [2.522, 5.599, 0.185], [3.607, 4.984, -1.059], [4.253, 4.900, 1.932], [5.133, 4.057, 0.685], [2.222, 3.449, 1.417], [3.597, 2.654, 2.164], [2.729, 1.195, 0.511], [4.298, 1.759, -0.049], [3.351, 2.853, -1.795], [1.858, 3.562, -3.103], [-0.939, 2.795, -2.672], [-0.230, 3.548, -4.096], [-0.808, 4.850, -1.393], [-1.672, 5.139, -2.893], [1.235, 5.898, -2.316], [-0.123, 6.985, -2.369], [0.985, 5.428, -4.777], [1.102, 7.158, -4.494], [-0.466, 6.422, -4.819]]
}

---

--- 2 ---
{
  "formula": "C34H48CaN6O2PS2",
  "method": "the ωB97M-V functional and the def2-TZVPD basis",
  "homo_energy_ev": -8.8695,
  "orbital_gap_ev": 6.72,
  "total_charge": 1,
  "e_lumo_ev": -2.15,
  "elements": ["Ca", "N", "C", "C", "C", "C", "C", "C", "C", "C", "N", "C", "H", "H", "H", "H", "H", "H", "H", "H", "C", "C", "C", "C", "C", "C", "C", "C", "C", "S", "C", "N", "H", "H", "H", "H", "H", "H", "H", "H", "C", "C", "N", "H", "H", "H", "C", "P", "C", "C", "O", "H", "H", "H", "H", "H", "H", "H", "H", "H", "O", "C", "C", "C", "C", "C", "N", "C", "S", "N", "C", "C", "C", "C", "H", "H", "H", "H", "H", "H", "H", "H", "H", "H", "H", "H", "H", "H", "H", "H", "H", "H", "H", "H"],
  "positions_angstrom": [[-1.503, 0.882, 1.129], [-0.604, -0.086, -1.078], [-0.632, 0.825, -2.158], [-0.637, 0.398, -3.461], [-0.664, 1.317, -4.532], [-0.656, 2.660, -4.294], [-0.670, 3.136, -2.960], [-0.671, 4.518, -2.647], [-0.731, 4.913, -1.346], [-0.832, 3.922, -0.345], [-0.824, 2.639, -0.592], [-0.702, 2.224, -1.886], [-0.457, -1.040, -1.395], [0.185, 0.125, -0.453], [-0.591, -0.665, -3.671], [-0.662, 0.942, -5.547], [-0.641, 3.373, -5.107], [-0.623, 5.239, -3.454], [-0.723, 5.957, -1.064], [-0.932, 4.217, 0.696], [-3.263, 2.001, 3.647], [-1.988, 2.794, 3.719], [-1.919, 3.930, 4.559], [-0.763, 4.642, 4.594], [0.352, 4.237, 3.823], [1.552, 4.980, 3.853], [2.606, 4.560, 3.093], [2.495, 3.400, 2.314], [1.354, 2.619, 2.254], [1.439, 1.144, 1.294], [0.232, 3.072, 3.029], [-0.965, 2.389, 3.001], [-3.792, 2.039, 4.598], [-3.071, 0.947, 3.427], [-3.927, 2.392, 2.873], [-2.784, 4.214, 5.143], [-0.674, 5.527, 5.214], [1.608, 5.863, 4.477], [3.538, 5.109, 3.092], [3.349, 3.076, 1.733], [-2.658, -4.006, 1.613], [-2.679, -2.567, 1.418], [-2.664, -1.429, 1.278], [-1.871, -4.417, 0.981], [-3.625, -4.436, 1.360], [-2.425, -4.215, 2.656], [-4.389, -0.347, -1.474], [-4.542, 1.292, -0.759], [-4.335, 2.452, -2.113], [-6.229, 1.448, -0.165], [-3.554, 1.555, 0.346], [-5.069, -0.453, -2.321], [-4.620, -1.103, -0.724], [-3.363, -0.497, -1.810], [-5.163, 2.386, -2.821], [-3.400, 2.240, -2.636], [-4.286, 3.466, -1.715], [-6.948, 1.188, -0.943], [-6.411, 2.473, 0.157], [-6.371, 0.783, 0.687], [0.158, -1.001, 3.979], [-0.270, -0.650, 3.004], [3.375, -5.062, -2.690], [1.966, -5.453, -3.127], [0.844, -5.009, -2.188], [0.461, -3.533, -2.257], [1.472, -2.616, -1.735], [1.766, -2.525, -0.403], [0.657, -2.960, 0.790], [2.977, -2.040, -0.122], [3.540, -1.831, 1.208], [4.514, -2.940, 1.590], [5.667, -3.137, 0.607], [6.543, -1.902, 0.439], [4.127, -5.586, -3.280], [3.545, -5.311, -1.640], [3.583, -3.996, -2.810], [1.926, -6.542, -3.202], [1.771, -5.080, -4.138], [1.109, -5.244, -1.153], [-0.058, -5.586, -2.412], [-0.455, -3.369, -1.689], [0.272, -3.232, -3.290], [2.260, -2.480, -2.350], [3.576, -1.806, -0.900], [2.710, -1.787, 1.907], [4.006, -0.846, 1.214], [3.954, -3.872, 1.700], [4.919, -2.697, 2.577], [5.273, -3.450, -0.366], [6.280, -3.973, 0.951], [6.001, -1.064, -0.006], [7.402, -2.105, -0.201], [6.924, -1.559, 1.404]]
}

---

From most stable to least stable, the computed energies give 1, 2.

---

--- 1 ---
{
  "formula": "C2H10O2S2",
  "method": "the ωB97M-V functional and the def2-TZVPD basis",
  "homo_energy_ev": -8.7431,
  "orbital_gap_ev": 4.30,
  "total_charge": 0,
  "e_lumo_ev": -4.45,
  "elements": ["C", "S", "S", "C", "H", "H", "H", "H", "H", "H", "H", "H", "O", "H", "H", "O"],
  "positions_angstrom": [[1.403, -1.139, 1.050], [2.432, 0.078, 0.205], [-1.846, 0.713, 0.408], [-0.744, 2.067, 0.493], [1.930, -1.398, 1.986], [1.325, -1.961, 0.333], [0.477, -0.616, 1.104], [-0.856, 2.801, 1.349], [-0.892, 2.591, -0.493], [0.318, 1.746, 0.422], [-0.241, 0.252, -1.555], [1.077, 0.657, -2.221], [0.112, 0.633, -2.391], [-1.758, -2.589, -0.832], [-1.438, -1.446, 0.139], [-1.299, -2.387, 0.002]]
}

---

--- 2 ---
{
  "formula": "C2H10O2S2",
  "method": "the ωB97M-V functional and the def2-TZVPD basis",
  "homo_energy_ev": -8.2092,
  "orbital_gap_ev": 8.64,
  "smiles": "CCSS.O.O",
  "total_charge": 0,
  "e_lumo_ev": 0.43,
  "elements": ["C", "C", "S", "S", "H", "H", "H", "H", "H", "H", "O", "H", "H", "O", "H", "H"],
  "positions_angstrom": [[-2.001, 1.045, 0.895], [-1.857, 0.075, -0.268], [-1.007, 0.918, -1.698], [-1.244, -0.797, -2.881], [-1.835, 2.101, 0.661], [-1.327, 0.983, 1.757], [-3.013, 0.904, 1.280], [-2.837, -0.088, -0.716], [-1.322, -0.841, -0.066], [-0.314, -0.330, -3.755], [1.834, -1.993, -0.177], [1.774, -1.173, -0.678], [2.651, -2.432, -0.191], [3.324, 0.168, 1.993], [3.908, 0.681, 2.573], [3.265, 0.780, 1.269]]
}

---

--- 3 ---
{
  "formula": "C2H10O2S2",
  "method": "the ωB97M-V functional and the def2-TZVPD basis",
  "homo_energy_ev": -8.9079,
  "orbital_gap_ev": 9.32,
  "smiles": "CCSS.O.O",
  "total_charge": 0,
  "e_lumo_ev": 0.42,
  "elements": ["C", "C", "S", "S", "H", "H", "H", "H", "H", "H", "O", "H", "H", "O", "H", "H"],
  "positions_angstrom": [[-0.661, -3.377, 0.328], [-1.316, -3.611, -1.037], [-0.649, -2.574, -2.326], [-1.291, -0.650, -2.055], [0.395, -3.608, 0.254], [-1.014, -4.075, 1.074], [-0.744, -2.360, 0.617], [-2.367, -3.533, -0.926], [-1.153, -4.649, -1.322], [-2.589, -0.451, -2.338], [1.971, 4.074, 2.755], [1.145, 3.577, 2.772], [2.535, 3.481, 2.247], [2.001, 5.649, 0.279], [2.186, 5.608, -0.668], [1.551, 6.500, 0.345]]
}

---

From most stable to least stable, the computed energies give 3, 2, 1.

---

--- 1 ---
{
  "formula": "CH3N2O2P",
  "method": "the ωB97M-V functional and the def2-TZVPD basis",
  "homo_energy_ev": -9.0462,
  "orbital_gap_ev": 9.22,
  "smiles": "[O-][N+]#P.CN=O",
  "total_charge": 0,
  "e_lumo_ev": 0.17,
  "elements": ["O", "N", "P", "C", "N", "O", "H", "H", "H"],
  "positions_angstrom": [[-1.936, -1.231, -0.325], [-2.436, -0.125, -0.187], [-3.001, 1.165, 0.108], [1.536, -0.213, -0.202], [0.793, 0.343, 0.950], [-0.030, 1.199, 0.757], [1.724, 0.487, -1.065], [0.838, -1.123, -0.404], [2.513, -0.501, 0.366]]
}

---

--- 2 ---
{
  "formula": "CH3N2O2P",
  "method": "the ωB97M-V functional and the def2-TZVPD basis",
  "homo_energy_ev": -9.5075,
  "orbital_gap_ev": 9.86,
  "smiles": "NC(=O)NP=O",
  "total_charge": 0,
  "e_lumo_ev": 0.35,
  "elements": ["N", "C", "O", "N", "P", "O", "H", "H", "H"],
  "positions_angstrom": [[0.554, -0.477, -0.215], [-0.521, -1.287, 0.018], [-0.859, -2.402, 0.172], [-1.818, -0.053, 0.274], [-3.373, -0.322, -0.169], [-4.083, 0.888, 0.076], [0.523, 0.460, 0.028], [1.359, -0.870, -0.706], [-1.440, 0.693, 0.830]]
}

---

From most stable to least stable, the computed energies give 2, 1.